The following is a quantum chemistry calculation of a gas-phase ion, C6H5BrN3O2S (charge -1), from OMol25.

Calculated values
* LUMO: 2.85 eV
* frontier orbital gap: 6.77 eV
* molar mass: 263.1 g mol⁻¹
* relative energy (zero: lowest compared OMol25 entry of this formula, charge and spin): 0.0 kcal/mol
* charge: -1

Structure (XYZ):
```
18
C6H5BrN3O2S (the ωB97M-V functional and the def2-TZVPD basis)
C 1.268 -0.306 0.901
C 1.495 -1.596 -1.054
C -0.102 -0.061 0.477
C 2.058 -1.070 0.046
C -0.584 -0.840 -0.680
C -0.807 1.010 1.134
N 0.263 -1.578 -1.331
N -1.132 1.103 2.378
N -1.918 -0.922 -0.918
O -1.744 1.833 -1.267
O 0.423 2.866 -0.338
S -1.016 2.508 -0.075
Br 3.865 -1.236 0.633
H 1.639 0.246 1.682
H 2.100 -2.352 -1.540
H -1.396 1.993 2.757
H -2.370 0.013 -1.054
H -2.042 -1.611 -1.750
```

What are the Mulliken partial charges on each atom? They are as follows, in elementary charge units:
1 C -0.6528
2 C -0.1149
3 C 0.4368
4 C 0.0485
5 C 0.4724
6 C 0.0208
7 N -0.6220
8 N -0.7723
9 N -0.5207
10 O -0.7256
11 O -0.6003
12 S 0.4710
13 Br -0.2442
14 H 0.5137
15 H 0.3454
16 H 0.2812
17 H 0.3580
18 H 0.3048


The following is a quantum chemistry calculation of 3 unconnected molecules or ions with the total composition C15H33BrNO11PS, from OMol25.

Calculated values
* LUMO: 0.24 eV
* frontier orbital gap: 9.33 eV
* molar mass: 546.4 g mol⁻¹
* structure (SMILES): NP(O)[C@]1(CCCO)OS(=O)(=O)O[C@H]1CC(=O)Br.COCCOC.COCCOC

Structure (XYZ):
```
63
C15H33BrNO11PS (the ωB97M-V functional and the def2-TZVPD basis)
N 1.903 -0.951 -0.706
P 0.613 -0.372 0.282
O 0.134 -1.713 1.089
C -0.750 -0.132 -1.032
C 0.002 0.718 -2.078
C 0.508 0.011 -3.330
C 1.632 0.774 -4.005
O 1.232 2.060 -4.446
O -1.842 0.640 -0.530
S -2.728 -0.294 0.403
O -2.270 -0.282 1.748
O -4.115 -0.043 0.227
O -2.332 -1.657 -0.309
C -1.365 -1.498 -1.376
C -2.203 -1.648 -2.683
C -1.901 -2.973 -3.334
O -2.363 -3.979 -2.959
Br -0.657 -3.000 -4.829
H 1.596 -1.636 -1.395
H 2.515 -1.466 -0.077
H 0.668 -1.834 1.882
H -0.625 1.578 -2.304
H 0.882 1.126 -1.572
H 0.786 -1.026 -3.166
H -0.303 -0.027 -4.063
H 1.949 0.186 -4.874
H 2.495 0.870 -3.348
H 0.294 2.051 -4.658
H -0.595 -2.265 -1.339
H -2.076 -0.818 -3.368
H -3.248 -1.724 -2.397
C 4.660 -3.371 1.516
O 3.498 -3.017 2.247
C 2.893 -4.126 2.904
C 3.206 -4.137 4.382
O 4.579 -4.390 4.622
C 5.317 -3.232 4.966
H 5.133 -2.448 1.185
H 5.366 -3.930 2.134
H 4.398 -3.970 0.637
H 3.210 -5.065 2.443
H 1.809 -4.035 2.773
H 2.636 -4.943 4.855
H 2.900 -3.191 4.840
H 5.040 -2.878 5.964
H 5.165 -2.427 4.242
H 6.370 -3.507 4.973
C -1.577 4.791 -0.620
O -2.825 4.229 -0.976
C -3.415 3.467 0.070
C -4.526 4.222 0.758
O -4.032 5.337 1.486
C -4.244 6.573 0.833
H -1.282 5.469 -1.419
H -1.641 5.352 0.316
H -0.813 4.012 -0.519
H -2.656 3.160 0.796
H -3.832 2.565 -0.386
H -5.011 3.553 1.476
H -5.276 4.538 0.027
H -5.308 6.835 0.833
H -3.878 6.553 -0.197
H -3.698 7.334 1.388
```

What are the Mulliken partial charges on each atom? They are as follows, in elementary charge units:
1 N -0.4478
2 P -0.2085
3 O -0.3903
4 C 0.4253
5 C -1.3428
6 C -0.3334
7 C -0.9825
8 O -0.5291
9 O -0.2115
10 S 1.4519
11 O -0.6298
12 O -0.6746
13 O -0.3899
14 C 0.1803
15 C -0.7326
16 C 0.1562
17 O -0.4247
18 Br -0.1815
19 H 0.1732
20 H 0.3060
21 H 0.3404
22 H 0.7372
23 H 0.4581
24 H 0.3277
25 H 0.3670
26 H 0.3154
27 H 0.4008
28 H 0.3200
29 H 0.6078
30 H 0.5218
31 H 0.3689
32 C -0.9369
33 O -0.2863
34 C -0.4122
35 C -0.6416
36 O -0.3740
37 C -0.6854
38 H 0.2515
39 H 0.4616
40 H 0.3246
41 H 0.3796
42 H 0.3544
43 H 0.3871
44 H 0.3276
45 H 0.3259
46 H 0.2834
47 H 0.2419
48 C -0.6897
49 O -0.3966
50 C 0.0496
51 C -0.7334
52 O -0.3783
53 C -0.6869
54 H 0.2756
55 H 0.3438
56 H 0.2309
57 H 0.2752
58 H 0.1571
59 H 0.3590
60 H 0.3583
61 H 0.3195
62 H 0.2969
63 H 0.2391


The following is a quantum chemistry calculation of a single C3H7NO molecule, from OMol25.

Calculated values
* LUMO: 1.00 eV
* frontier orbital gap: 10.52 eV
* molar mass: 73.1 g mol⁻¹
* relative energy (zero: lowest compared OMol25 entry of this formula, charge and spin): 40.3 kcal/mol
* structure (SMILES): CN(C)C=O

Structure (XYZ):
```
12
C3H7NO (the ωB97M-V functional and the def2-TZVPD basis)
C 0.667 -1.308 0.306
N -0.323 -0.321 0.134
C -0.314 0.117 -1.273
C -0.214 0.804 1.056
O 0.491 -2.300 0.943
H 1.685 -1.042 -0.091
H -0.482 -0.785 -1.856
H 0.604 0.618 -1.607
H -1.167 0.773 -1.452
H -1.102 1.391 0.766
H 0.649 1.472 0.993
H -0.494 0.582 2.082
```

What are the Mulliken partial charges on each atom? They are as follows, in elementary charge units:
1 C 0.0458
2 N -0.0877
3 C -0.9674
4 C -0.9187
5 O -0.4332
6 H 0.3294
7 H 0.3622
8 H 0.3489
9 H 0.3260
10 H 0.3271
11 H 0.3201
12 H 0.3475


Q: What is the frontier orbital gap in the third record?
A: 10.52 eV


Q: The lowest molar mass belongs to which entry?
A: C3H7NO


Q: Among the records above, which one has the lowest LUMO?
A: C15H33BrNO11PS